(1)
{
  "formula": "C4H10ClN3",
  "method": "ωB97M-V/def2-TZVPD",
  "spin_multiplicity": 1,
  "relative_energy_ev": 3.2185,
  "homo_lumo_gap_ev": 8.45,
  "molar_mass_g_mol": 135.6,
  "symbols": ["C", "C", "N", "N", "C", "C", "N", "Cl", "H", "H", "H", "H", "H", "H", "H", "H", "H", "H"],
  "xyz": [[1.60525, -0.31075, 1.15266], [0.34979, 0.25017, 0.28515], [0.48681, 1.41927, -0.34726], [1.63120, 2.18582, -0.10799], [-0.92193, -0.50269, 0.08497], [-1.14824, -0.77703, -1.40287], [-1.09401, -1.67381, 0.73179], [-2.16929, 0.96299, 0.63653], [2.46418, 0.31664, 0.98598], [1.57761, -1.40964, 1.31017], [-0.34162, 1.84781, -0.60884], [2.41253, 1.62254, -0.56337], [1.85032, 2.27147, 0.89954], [-1.72874, -0.09662, -1.82749], [-0.32356, -0.80947, -2.12343], [-1.75234, -1.63219, -1.38272], [-0.96208, -1.59622, 1.77508], [-1.93589, -2.06828, 0.50210]],
  "forces_ev_per_a": [[-6.0, 1.3, -3.9], [6.0, -3.1, 4.0], [1.6, -1.0, 1.2], [1.2, -0.5, -1.3], [1.3, 1.8, -1.9], [1.5, -1.0, 1.0], [2.4, 0.7, 3.9], [-0.4, -0.8, -0.1], [0.3, -0.6, 0.4], [0.3, 1.1, 0.1], [-1.4, 1.6, -0.5], [-1.1, 1.2, 0.9], [-0.5, -0.3, -0.6], [-2.7, 3.4, -1.5], [0.5, -0.6, 1.0], [-0.5, -1.6, -0.7], [-0.2, -0.2, -1.6], [-2.3, -1.5, -0.4]]
}

---

(2)
{
  "formula": "C3H8O",
  "method": "ωB97M-V/def2-TZVPD",
  "spin_multiplicity": 1,
  "relative_energy_ev": 0.5501,
  "homo_lumo_gap_ev": 10.87,
  "molar_mass_g_mol": 60.1,
  "symbols": ["C", "C", "O", "H", "H", "H", "H", "C", "H", "H", "H", "H"],
  "xyz": [[-1.20418, 0.64288, -1.12265], [-0.58921, 0.58344, 0.24871], [-0.94145, -0.07957, 1.18232], [-2.05996, -0.02089, -1.23444], [-0.41646, 0.44648, -1.85138], [-1.56327, 1.65859, -1.30543], [0.27640, 1.27485, 0.29535], [2.09065, -0.93838, -0.06511], [2.96028, -1.34637, -0.58546], [1.25351, -1.34371, -0.63049], [2.12230, 0.14388, -0.14854], [2.10534, -1.21134, 0.98384]],
  "forces_ev_per_a": [[-0.4, -0.1, 0.2], [0.0, 0.5, -0.5], [-0.1, 0.0, 0.0], [0.2, -0.2, 0.0], [-0.1, -0.1, -0.1], [0.2, 0.1, 0.1], [0.1, 0.0, 0.5], [0.5, -0.1, -0.7], [0.2, 0.1, 0.3], [-0.3, 0.1, 0.4], [0.0, 0.0, -0.1], [-0.2, -0.2, 0.0]]
}

---

(3)
{
  "formula": "C22H72N4O14",
  "method": "ωB97M-V/def2-TZVPD",
  "spin_multiplicity": 1,
  "relative_energy_ev": 0.0000,
  "homo_lumo_gap_ev": 9.05,
  "molar_mass_g_mol": 616.8,
  "symbols": ["C", "C", "O", "H", "H", "H", "H", "H", "H", "C", "C", "O", "H", "H", "H", "H", "H", "H", "C", "C", "O", "H", "H", "H", "H", "H", "H", "C", "C", "O", "H", "H", "H", "H", "H", "H", "C", "C", "O", "H", "H", "H", "H", "H", "H", "C", "C", "O", "H", "H", "H", "H", "H", "H", "C", "C", "O", "H", "H", "H", "H", "H", "H", "C", "C", "O", "H", "H", "H", "H", "H", "H", "C", "O", "N", "N", "H", "H", "H", "H", "C", "O", "N", "N", "H", "H", "H", "H", "C", "O", "H", "H", "H", "H", "C", "O", "H", "H", "H", "H", "C", "O", "H", "H", "H", "H", "C", "O", "H", "H", "H", "H"],
  "xyz": [[5.07410, -2.38716, 0.35947], [4.42510, -1.21616, 1.13747], [4.34110, -1.45716, 2.50547], [4.46310, -3.25616, 0.57347], [6.06510, -2.58216, 0.64147], [5.15310, -2.18416, -0.69253], [3.46710, -0.86516, 0.75147], [5.04210, -0.33516, 0.92447], [3.67410, -0.89116, 2.91647], [-1.66690, -2.69016, 2.03647], [-2.68090, -3.48716, 1.14647], [-3.04990, -2.63716, 0.12047], [-1.31790, -3.35616, 2.79647], [-2.00790, -1.76716, 2.49947], [-0.71190, -2.43516, 1.52947], [-3.52590, -3.74116, 1.81547], [-2.34790, -4.46316, 0.75947], [-3.61290, -3.13516, -0.48153], [-1.00390, 0.28684, -4.43953], [-2.40690, -0.11416, -4.91053], [-2.41090, -0.17216, -6.30653], [-0.69490, 1.32884, -4.63753], [-0.12490, -0.34516, -4.70753], [-0.97090, 0.23184, -3.34053], [-3.21490, 0.50484, -4.49553], [-2.67990, -1.13416, -4.59153], [-3.20890, -0.53416, -6.61753], [-4.21190, 0.22684, 2.16947], [-3.83590, 1.46784, 1.44547], [-4.94790, 2.02584, 0.71347], [-4.15890, -0.58316, 1.45147], [-5.20590, 0.34384, 2.48447], [-3.50890, 0.11584, 3.02447], [-3.11190, 1.22884, 0.65647], [-3.51390, 2.26984, 2.12747], [-4.53390, 2.59884, 0.05647], [1.66510, -3.20016, -0.20253], [2.32110, -4.13216, -1.19553], [1.51510, -4.30516, -2.29953], [0.60510, -3.45016, 0.06247], [1.55010, -2.16016, -0.50653], [2.28710, -3.14916, 0.67347], [2.56410, -5.11916, -0.77253], [3.20510, -3.66816, -1.61453], [1.60210, -5.25416, -2.52153], [3.94210, 0.52284, -2.28953], [3.09310, -0.64516, -2.72953], [1.75010, -0.25516, -2.76453], [3.59510, 0.75284, -1.29453], [3.74510, 1.37884, -2.89653], [5.00310, 0.21484, -2.31253], [3.16910, -1.47716, -2.01553], [3.41010, -1.08416, -3.69953], [1.18910, -0.99816, -2.79253], [1.56510, 3.33784, -1.51153], [1.32510, 3.19784, -3.03853], [0.12710, 3.89184, -3.37953], [0.67310, 3.03384, -1.01753], [1.78410, 4.34784, -1.15553], [2.43810, 2.80984, -1.19753], [1.17210, 2.15284, -3.27053], [2.21010, 3.61784, -3.57853], [0.14810, 3.99584, -4.33753], [2.19010, 3.01484, 3.46047], [1.87610, 2.63384, 2.02847], [2.65410, 1.50784, 1.69547], [1.87210, 2.29184, 4.19647], [1.63110, 3.94684, 3.71747], [3.27510, 3.29084, 3.58047], [2.14210, 3.43984, 1.33447], [0.85410, 2.28984, 1.89547], [2.66810, 0.84684, 2.41847], [-1.51390, 1.32484, 4.81247], [-1.65590, -0.05916, 4.58847], [-1.04690, 2.06784, 3.88047], [-1.94890, 2.03084, 5.80147], [-0.69790, 1.61684, 3.04847], [-0.76490, 3.00084, 4.05047], [-2.46990, 1.60084, 6.59647], [-2.00190, 3.08084, 5.81747], [-0.34390, 0.21584, 0.23447], [-0.76990, 0.76084, 1.47847], [-1.09490, -0.61216, -0.43553], [0.83110, 0.44284, -0.24553], [-1.97790, -0.96516, -0.03053], [-0.73490, -1.05716, -1.22353], [1.44710, 1.02084, 0.33747], [1.14410, 0.31484, -1.23153], [-1.33990, -2.96816, -2.68853], [-0.06790, -2.33916, -2.69153], [-1.59790, -3.44516, -3.63353], [-2.14790, -2.27616, -2.45653], [-1.43190, -3.79616, -2.00753], [0.51610, -3.06716, -2.58153], [1.29910, -1.46816, 3.15547], [2.14810, -0.49116, 3.73247], [0.23610, -1.24316, 3.40447], [1.57510, -2.48116, 3.33847], [1.30810, -1.28416, 2.07147], [1.79810, -0.21516, 4.59247], [-4.24890, -0.00116, -1.83153], [-2.99990, 0.66084, -1.79353], [-4.77690, -0.02416, -0.87053], [-4.04190, -1.04616, -2.18353], [-4.94090, 0.51184, -2.49553], [-2.38990, 0.21984, -1.17753], [-1.47690, 4.01584, 1.33447], [-1.17990, 5.13684, 0.57247], [-1.49990, 3.09384, 0.78147], [-2.44390, 4.10584, 1.83447], [-0.70990, 3.96784, 2.15547], [-1.84190, 5.16984, -0.13253]],
  "forces_ev_per_a": [[-2.0, 0.7, 0.8], [1.0, 1.0, -1.2], [0.4, -0.7, 0.4], [0.1, -0.5, -0.3], [1.4, -0.2, 1.0], [-0.5, 0.2, -0.6], [-0.4, -0.7, -0.4], [0.3, 0.2, 0.2], [0.1, -0.1, 0.1], [0.9, -1.0, -1.1], [0.7, 0.3, 2.4], [-0.8, 0.4, -1.4], [0.0, -0.4, 0.9], [-0.5, -0.1, -0.1], [-0.8, -0.1, -0.3], [0.0, 0.2, -0.3], [0.6, 0.3, 0.1], [-0.1, 0.3, -0.1], [0.7, 0.1, 1.2], [0.4, -0.9, 0.5], [1.5, 1.2, -0.7], [-0.6, -0.4, -0.3], [-1.1, 0.1, -0.5], [-0.3, 0.1, -0.2], [0.5, 0.4, -0.1], [0.4, 0.1, 0.6], [-1.5, -0.6, -0.5], [1.4, 0.1, 0.0], [0.1, 1.2, -1.0], [-0.3, -0.1, -0.1], [0.0, -0.5, 0.3], [-1.5, -0.1, 0.8], [-0.5, -0.4, -0.6], [0.5, 0.3, 0.8], [0.4, -0.5, -0.1], [-0.3, -0.1, 0.0], [-1.0, 0.2, 0.5], [0.8, 0.8, 1.1], [-1.2, -2.4, -1.7], [1.0, -0.5, -0.1], [0.4, 0.0, -0.6], [0.0, -0.1, 0.6], [0.1, 0.5, 0.2], [0.8, 0.0, 0.6], [-0.5, 1.0, -0.4], [0.1, -1.2, 0.1], [0.6, -1.2, -0.3], [0.6, 2.1, -0.3], [0.4, 0.3, 0.6], [0.1, 0.6, -0.6], [-0.4, 0.5, 0.2], [0.4, 0.1, 0.1], [-0.1, 0.5, 0.2], [-1.3, -1.6, -0.4], [0.0, 1.0, -1.2], [0.7, 0.8, 1.1], [0.3, 0.3, -0.2], [-0.6, -0.5, 0.6], [-0.3, 0.3, -0.6], [0.4, -1.0, 0.2], [0.4, -0.4, -0.2], [-0.6, -0.4, 0.2], [-0.3, 0.0, 0.1], [0.2, 2.2, 0.1], [0.2, -0.5, 0.9], [1.3, -0.9, -0.7], [0.1, -0.5, 0.0], [0.3, -0.4, -0.1], [-1.0, -0.5, -0.1], [-0.2, -0.2, 0.1], [-0.4, 0.7, 0.0], [-0.5, 0.6, -0.2], [-1.4, -8.0, -2.2], [0.7, 6.4, 2.0], [2.0, 0.7, -3.1], [-2.7, 1.8, 5.8], [0.0, -0.2, -0.5], [0.1, 0.7, 0.1], [0.9, 0.3, -1.3], [0.3, -1.9, -0.4], [-1.9, 2.7, 7.0], [1.9, -2.7, -5.9], [-3.2, -0.7, 1.1], [2.9, 1.5, -0.5], [1.1, 0.0, -0.1], [0.7, -1.1, -1.4], [-0.2, -0.4, -0.2], [-0.5, -0.2, 0.7], [-0.8, -0.1, -0.7], [-1.9, 1.1, -0.1], [0.2, 0.4, -0.5], [0.3, 0.3, 0.0], [0.4, -0.2, 0.9], [1.4, -1.2, 0.1], [-2.1, 1.3, -1.2], [0.2, 0.3, 0.7], [0.7, -0.4, 0.3], [0.4, -0.7, 0.5], [0.3, -0.2, 0.1], [0.1, -0.2, -0.3], [0.4, -1.0, 0.2], [-0.6, 0.8, -0.2], [0.3, -0.1, 0.1], [-0.7, 0.6, 0.1], [0.3, 0.0, -0.4], [-0.4, 0.4, -0.4], [0.3, -0.1, 1.8], [-0.2, 0.7, -0.9], [0.3, -0.5, -0.3], [-0.2, 0.1, 0.1], [-0.6, -0.1, -1.0], [0.4, 0.2, 0.1]]
}

---

(4)
{
  "formula": "C23H30NO8V",
  "method": "ωB97M-V/def2-TZVPD",
  "spin_multiplicity": 3,
  "homo_lumo_gap_ev": [2.09, 2.24],
  "charge": -2,
  "molar_mass_g_mol": 499.4,
  "symbols": ["C", "C", "C", "C", "H", "H", "C", "H", "H", "C", "H", "H", "C", "C", "C", "O", "O", "O", "O", "C", "H", "H", "H", "C", "H", "H", "H", "O", "H", "H", "C", "C", "H", "H", "H", "H", "H", "H", "V", "C", "C", "C", "H", "C", "C", "H", "H", "H", "H", "C", "C", "C", "H", "C", "C", "H", "H", "H", "H", "O", "N", "O", "O"],
  "xyz": [[0.27094, -0.18113, -3.32276], [0.05442, -1.02342, -2.02766], [-0.19189, 1.24886, -2.98481], [-0.99864, 1.16416, -1.64711], [-0.81747, 1.61648, -3.82449], [0.69621, 1.91150, -2.91748], [-1.11345, -0.36376, -1.29996], [0.96328, -0.93172, -1.41869], [-0.14584, -2.07709, -2.28173], [-1.24330, -0.63477, 0.18572], [-2.03649, -0.73793, -1.79939], [-2.01765, 1.52558, -1.83630], [-0.41802, 1.94225, -0.54964], [1.74548, -0.30014, -3.76840], [-0.47079, -0.75579, -4.53193], [-0.92017, -0.06556, -5.45987], [2.67404, -0.19384, -3.01175], [1.87629, -0.54869, -5.08998], [-0.52262, -2.09516, -4.55191], [-1.07286, -2.60773, -5.77245], [-1.02257, -3.68925, -5.66513], [-0.46423, -2.26533, -6.61705], [-2.10767, -2.26620, -5.89588], [3.23093, -0.73072, -5.53002], [3.86541, 0.11921, -5.25184], [3.17107, -0.81018, -6.61757], [3.66023, -1.65216, -5.11859], [-0.57006, 0.32799, 1.06620], [-0.84496, -1.63810, 0.43491], [-2.32234, -0.58217, 0.40599], [-1.32020, 2.84336, 0.16492], [1.01445, 2.17246, -0.48120], [1.25080, 3.04018, -1.12263], [1.63626, 1.32663, -0.81722], [1.33917, 2.45910, 0.53237], [-0.94871, 3.11702, 1.16584], [-2.33288, 2.42093, 0.27391], [-1.39353, 3.77285, -0.43417], [-0.12609, 0.09906, 2.74800], [-2.20614, 0.50616, 4.37045], [-2.45729, 0.06615, 3.06239], [-1.87276, -1.28790, 2.93381], [-3.00959, 0.60107, 2.27695], [-1.33544, -1.61971, 4.20023], [-1.69226, -0.60371, 5.14854], [-2.00842, -0.78996, 6.17328], [-2.58058, 1.41819, 4.78476], [-2.01354, -1.97084, 2.08419], [-0.92873, -2.57733, 4.47315], [2.07132, 0.82146, 3.27601], [1.84080, -0.18487, 4.24151], [1.45783, -1.38449, 3.62306], [2.05236, -0.06912, 5.31298], [1.54447, -1.17745, 2.20815], [1.93785, 0.19020, 1.98947], [2.24094, 0.60506, 1.03814], [2.40816, 1.81729, 3.45116], [1.34894, -2.34313, 4.11170], [1.42318, -1.93594, 1.44435], [-0.06555, -0.03840, 6.11413], [-0.08045, 1.28157, 6.11742], [0.04041, 1.83555, 7.21994], [-0.14212, 1.88331, 5.01395]],
  "forces_ev_per_a": [[0.2, -1.2, -0.5], [0.3, 0.2, 0.0], [0.1, 0.3, -0.5], [-0.1, -0.5, -0.5], [0.4, -0.2, 0.5], [-0.6, -0.3, 0.1], [-0.2, 0.3, -1.1], [-0.2, -0.2, -0.1], [0.3, 0.4, 0.3], [0.5, 1.3, 1.7], [0.3, 0.1, 0.3], [0.1, 0.0, 0.0], [-0.3, 0.1, -0.2], [-0.4, 0.4, 1.0], [-1.1, 1.8, -1.5], [0.6, -1.5, 1.9], [0.0, 0.0, -0.5], [0.7, 0.0, 0.0], [-0.2, 0.2, -0.4], [0.1, 0.0, 0.1], [-0.1, 0.0, -0.1], [-0.2, -0.1, 0.1], [0.3, -0.1, 0.0], [0.0, 0.0, -0.2], [-0.2, -0.2, 0.0], [0.0, 0.0, 0.2], [-0.1, 0.2, 0.0], [-1.7, -1.4, -6.0], [-0.3, 0.3, -0.2], [0.2, -0.3, 0.1], [-0.3, 0.7, 0.4], [1.0, 0.5, 0.2], [0.4, 0.1, -0.2], [-0.2, 0.3, 0.1], [-0.2, -0.2, -0.3], [-0.1, -0.2, -0.3], [0.3, 0.2, 0.0], [-0.3, 0.3, 0.2], [0.9, 0.1, 3.7], [-0.9, -1.7, 0.6], [0.5, -1.9, -0.8], [-1.2, 1.1, -0.5], [0.6, -0.1, 0.3], [-2.0, 0.4, 1.3], [-2.1, -0.8, -2.3], [0.7, 0.2, 0.0], [-0.1, 0.4, 0.1], [0.2, 0.4, 0.6], [0.1, -0.2, 0.0], [0.1, -1.3, -0.9], [0.8, 0.1, 0.8], [1.4, 0.3, -0.4], [-0.6, 0.0, -0.7], [0.5, 0.1, 0.0], [0.5, -0.6, 0.7], [-0.4, 0.0, 0.2], [0.1, 0.5, 0.2], [-0.3, 0.2, 0.0], [0.0, 0.0, 0.0], [1.5, 3.7, 1.0], [1.4, -2.8, -0.6], [-0.5, 1.0, 0.2], [0.2, -0.1, 1.9]]
}